(1)
An isolated molecule of C4H8O2 in a non-equilibrium geometry, computed with wB97M-V/def2-TZVPD.

Computed properties:
Electronic energy: -307.66103 hartree
Strongest force on any atom: 1.0 eV/A
ΔE to the lowest compared entry with this formula, charge and spin: 1.399 eV
Orbital gap: 10.25 eV
SMILES: CC(=O)[C@@H](C)O

CARTESIAN COORDINATES (ANGSTROEM)
C -1.93812 0.26773 0.51173
C -0.68870 -0.37335 -0.04244
O -0.82365 -1.26976 -0.84944
C 0.74055 0.02667 0.34303
C 1.63608 -0.52605 -0.86242
O 0.83995 1.32247 0.95116
H -2.62539 -0.56226 0.70467
H -2.37877 0.86640 -0.29672
H -1.81038 0.88353 1.40036
H 1.06237 -0.58802 1.18399
H 1.33156 -1.55641 -1.13892
H 2.68037 -0.57172 -0.55834
H 1.54624 0.04713 -1.79105
H 0.42789 2.03365 0.44440

Forces on atoms 1 to 2 (eV/Å):
C -0.03 0.02 -0.01
C -0.10 -0.49 -0.26

Atomic partial charges in e from the Mulliken method, atoms 1 to 4: C -1.167; C 0.589; O -0.550; C 0.362



(2)
An isolated molecule of C4H8O2 in a non-equilibrium geometry, computed with wB97M-V/def2-TZVPD.

Computed properties:
Electronic energy: -307.64146 hartree
Strongest force on any atom: 1.2 eV/A
ΔE to the lowest compared entry with this formula, charge and spin: 1.931 eV
Orbital gap: 10.22 eV
SMILES: OC/C=C/CO

CARTESIAN COORDINATES (ANGSTROEM)
O -1.86094 -0.85018 -1.41905
C -1.67123 -0.98082 -0.03015
C -0.37745 -0.39744 0.44010
C 0.63803 -0.04011 -0.37844
C 1.80884 0.74457 0.12518
O 1.55914 1.19516 1.43486
H -1.80819 0.09771 -1.60372
H -2.51734 -0.53179 0.52792
H -1.69605 -2.05133 0.19415
H -0.27520 -0.30558 1.51654
H 0.66662 -0.33162 -1.42052
H 2.00633 1.60539 -0.54509
H 2.72328 0.13597 0.13248
H 0.77544 1.75685 1.31012

Forces on atoms 1 to 2 (eV/Å):
O -0.13 0.21 -0.19
C -0.11 -0.30 0.24

Atomic partial charges in e from the Mulliken method, atoms 1 to 4: O -0.535; C -0.524; C -0.251; C -0.231